Computed, not measured: a cluster of 2 separate species, C4H11N2O in total, with wB97M-V/def2-TZVPD.

Output
HOMO energy, eV: -12.439
Orbital gap, eV: 3.6
Total charge: +1
Molar mass, Da: 103.145
DFT total energy, eV: -9341.983

Last column: Löwdin charge in e.
Positions of all 18 atoms, in Å:
O: -1.77279 0.15692 1.34347  0.140
C: -0.57603 -0.19687 1.22915  -0.196
C: 0.05369 -0.18640 -0.01069  0.152
C: 1.55342 -0.54458 -0.04885  -0.125
C: 2.45783 0.72207 0.17871  -0.234
N: 2.10578 1.67839 -0.87210  0.061
N: -4.34810 -0.85846 -0.44229  0.038
H: -0.00076 -0.45989 2.25453  0.199
H: -0.64599 -0.00380 -0.85784  0.167
H: 2.07501 -1.02989 -1.04710  0.199
H: 1.76306 -1.30823 0.68984  0.121
H: 3.50444 0.41376 0.18012  0.121
H: 2.32103 1.15245 1.24600  0.147
H: 2.85695 2.09185 -1.41712  0.107
H: 1.21713 1.42314 -1.36615  0.096
H: -4.74012 -1.33553 0.39719  0.044
H: -4.26202 -1.43305 -1.25561  0.003
H: -3.56254 -0.28187 -0.20125  -0.040

Atoms 1-6, force components in eV/Å:
2.5 -0.8 -0.9
-2.7 0.5 5.8
3.3 -1.2 -2.7
-0.6 -1.0 -2.8
-0.2 1.8 1.2
-1.0 -1.4 0.5